The following is a quantum chemistry calculation of an isolated molecule of C7H12N2 at a distorted geometry, from the Open Molecules 2025 dataset.

Values from the calculation:
gap between HOMO and LUMO	10.33	eV
M	124.2	g/mol
energy relative to the best compared isomer or geometry (same formula, charge and spin)	19.84	kcal per mole
highest occupied orbital energy	-0.34990	Ha
SMILES	C[C@]1(CC#N)C[C@]1(C)N
lowest unoccupied orbital energy	0.0296	Eh
total energy	-10432.6168	eV

```
21
Properties=species:S:1:pos:R:3:forces:R:3:mulliken_charge:R:1
N 0.45838 2.36598 1.94208 -0.704 -0.918 -1.502 -0.50
N 1.02041 -1.63953 0.62729 -0.376 0.458 -0.114 -0.63
C -0.98468 1.53451 -0.10229 0.669 -0.422 0.283 -0.92
C 0.67945 -0.48897 -0.21392 -0.914 -0.824 -0.495 1.01
C -0.11909 1.95771 1.01751 0.059 1.902 1.334 0.33
C -0.34561 -0.69782 -1.31766 0.036 -0.304 0.068 -1.49
C -1.78582 -0.71294 0.81495 0.209 -0.282 0.476 -1.49
C -0.82084 0.02601 -0.08750 1.224 -0.864 -0.708 1.34
C 1.87768 0.33318 -0.64387 -0.098 0.612 0.602 -1.74
H -1.33717 -0.89975 1.79597 -0.138 -0.009 -0.069 0.29
H -0.68526 -1.71413 -1.49252 -0.181 0.115 0.159 0.34
H -0.65466 1.97023 -1.05019 0.059 0.065 0.255 0.28
H -0.22415 -0.13059 -2.23464 0.178 0.045 0.066 0.27
H 1.35937 -1.31073 1.53410 -0.104 -0.103 -0.337 0.29
H 2.45305 0.65265 0.23112 -0.049 0.117 -0.113 0.38
H 2.54896 -0.27006 -1.26542 -0.247 -0.044 0.017 0.45
H -2.02499 1.82444 0.07440 0.227 0.071 0.044 0.43
H -2.70038 -0.13501 0.98030 0.103 -0.009 -0.133 0.43
H 1.59463 1.22203 -1.21488 0.089 -0.057 0.035 0.32
H -2.06943 -1.68344 0.39223 0.132 0.235 0.139 0.35
H 1.76019 -2.20377 0.21293 -0.177 0.216 -0.007 0.29
```
Positions in Å, forces in eV/Å.

The following is a quantum chemistry calculation of a structure of composition C6H9O6S2 at a distorted geometry, from the Open Molecules 2025 dataset.

Values from the calculation:
gap between HOMO and LUMO	7.92	eV
total charge	-1
M	241.3	g/mol
energy relative to the best compared isomer or geometry (same formula, charge and spin)	0.00	kcal per mole
highest occupied orbital energy	-0.16766	Ha
lowest unoccupied orbital energy	0.1234	Eh
total energy	-40321.9020	eV

```
23
Properties=species:S:1:pos:R:3:forces:R:3:mulliken_charge:R:1
S -0.64153 2.46762 -0.06481 -0.953 1.144 -2.479 1.34
S -2.67676 -0.42872 2.04532 -1.414 -1.018 0.316 0.68
O 0.07331 3.63262 0.34476 0.571 0.229 0.455 -0.74
O -1.60567 -0.37462 3.01282 0.455 0.406 0.003 -0.49
O -3.61014 0.71105 2.09075 0.863 -0.317 -0.189 -0.64
O -1.74045 -0.37454 0.24733 0.630 0.860 -0.109 -0.67
O -0.25014 1.28721 0.87430 -0.170 0.473 0.423 -0.22
O -0.48877 2.00630 -1.44771 -0.271 0.792 1.500 -0.66
C 2.41262 -3.11269 -1.13862 -2.602 -0.311 2.087 -1.10
C -0.50490 0.06762 0.19672 -0.658 -1.407 1.059 -0.14
C 2.69329 -1.77460 -0.43152 -3.138 -0.784 0.679 -0.51
C -2.39283 2.78251 0.23738 1.446 -2.478 2.306 -0.52
C 0.59675 -0.45848 -0.24759 1.543 -1.286 -0.550 0.33
C 1.66689 -0.79821 -0.96077 -2.495 0.605 2.174 -0.37
H -2.81497 2.63535 -0.70673 -1.108 0.180 -1.206 0.34
H -2.50366 3.69673 0.76682 -0.068 1.041 -0.186 0.34
H 2.55251 -1.79468 0.67297 0.202 -0.186 -0.765 0.29
H 1.47002 -0.36952 -1.91895 1.257 -0.211 -1.319 0.43
H -2.71685 1.97994 0.98405 0.144 1.048 -1.340 0.00
H 1.47088 -3.67165 -0.67666 1.686 1.475 -1.075 0.20
H 2.20853 -2.81386 -2.13483 -0.329 -0.380 -1.198 0.31
H 3.16812 -3.84033 -1.10241 1.428 -0.783 0.028 0.42
H 3.63375 -1.45506 -0.64263 2.981 0.907 -0.614 0.39
```
Positions in Å, forces in eV/Å.

The following is a quantum chemistry calculation of a structure of composition C32H40BClGaN8O4 at a distorted geometry, from the Open Molecules 2025 dataset.

Values from the calculation:
gap between HOMO and LUMO	8.20	eV
total charge	+1
M	716.7	g/mol
highest occupied orbital energy	-0.40016	Ha
lowest unoccupied orbital energy	-0.0988	Eh
total energy	-119518.2580	eV

```
87
Properties=species:S:1:pos:R:3:forces:R:3:mulliken_charge:R:1
Ga -0.12268 -0.13235 0.41326 0.056 -0.621 -0.010 1.19
Cl 3.44391 1.33672 -6.06393 -0.297 -0.370 0.333 -0.21
O -1.02314 0.37270 -1.33345 0.141 -0.694 1.585 -0.72
O -2.00791 2.22536 -4.00493 1.732 -1.181 -0.376 -0.45
O 1.29635 -0.99054 -0.79949 -0.707 -0.177 0.475 -0.82
O -0.99599 2.61368 -1.40395 -0.266 -0.430 0.053 -0.56
N -1.39207 0.56472 1.79186 -0.181 2.386 -1.340 0.65
N -1.06970 -2.00982 0.35146 -1.505 -0.553 -0.156 0.42
N 0.14846 -1.76249 2.94312 -0.227 -0.302 1.287 0.50
N -1.93671 -0.31358 2.62990 0.552 -0.484 0.714 0.40
N 0.93876 -1.23004 1.99672 0.909 0.136 -0.993 0.36
N -1.76348 -2.50175 1.44667 1.122 0.612 0.671 0.34
N 2.51277 0.41313 -2.01593 1.907 -0.118 -2.425 0.18
N 1.39534 1.35311 0.93010 -0.369 0.374 0.781 0.93
C -2.91243 1.65641 3.02441 0.915 -0.785 -0.611 -1.59
C 3.45778 2.31111 0.27945 -0.256 1.535 1.207 -1.35
C -0.72672 1.82752 -4.49427 -2.075 3.677 -0.922 0.39
C -0.74271 4.31321 -4.88891 0.092 -2.087 -0.203 -1.51
C -2.44673 -3.64662 1.19260 -0.420 1.222 -0.770 0.56
C -2.45226 1.46120 -2.91177 -0.194 0.648 0.531 -0.92
C -2.18011 -3.88849 -0.15759 -0.515 0.839 0.747 -1.78
C -0.99403 -2.71486 -2.12495 -0.478 0.392 1.058 -0.39
C 1.84365 1.55251 -1.42058 0.428 0.459 -2.005 -0.20
C 0.90264 -2.17777 4.00578 -0.357 0.045 0.096 0.93
C 3.71728 2.74257 1.58280 -0.390 -1.374 1.734 -0.69
C -3.53423 -4.21253 2.15054 2.049 1.503 0.716 -1.19
C 2.64530 -1.99607 -2.45221 -0.057 -0.268 -0.537 -1.53
C -1.54065 3.05687 1.34168 0.303 1.630 0.885 -1.30
C -1.41084 -2.81831 -0.64441 0.543 -1.470 -1.340 0.95
C -2.00560 1.80724 1.97236 1.219 -2.552 0.627 0.69
C -0.28998 0.57224 -4.64474 2.009 -0.774 -0.134 -0.60
C 1.65480 1.62350 2.25096 2.670 0.815 -2.049 -0.31
C 2.09768 -0.82532 -1.73007 0.254 0.480 0.624 0.48
C 1.24870 2.76174 -5.51800 -0.853 -0.075 1.926 -0.68
C 1.03403 0.37025 -5.17677 -1.462 -0.605 0.998 -0.78
C 3.43984 -1.10914 1.61343 -1.142 0.431 -1.070 -0.85
C -0.05118 2.97506 -5.01382 0.810 -0.840 -0.104 0.76
C 1.77916 1.45924 -5.49397 0.290 0.872 -1.006 0.19
C 2.24400 1.74839 -0.03921 0.316 0.011 2.412 0.86
C 2.21155 -1.36928 2.39107 -0.726 0.008 1.906 0.64
C 2.21419 -1.85976 3.72001 0.318 -0.786 -1.116 -1.76
C -2.80553 0.30897 3.41569 -1.244 0.240 0.241 1.02
C -1.44318 1.52532 -1.73723 0.242 0.583 -1.277 0.91
C 0.42664 -2.77573 5.31590 -0.222 -1.825 -1.675 -1.57
C -3.70584 -0.42372 4.36149 -0.256 0.138 0.824 -1.40
C 2.86499 2.29388 2.61749 -1.703 -0.334 -1.302 -0.95
B -1.37166 -1.79817 2.72976 -1.595 0.199 1.594 -0.95
H -0.58571 -3.22191 5.32006 0.462 0.573 -0.232 0.22
H 2.31527 -1.81905 -3.48508 0.421 -0.384 -0.041 0.21
H -4.53352 -3.88510 1.86082 0.175 -0.115 -0.231 0.29
H 3.74369 -1.90956 -2.38945 -0.406 -0.498 -0.232 0.48
H -3.33311 -3.78959 3.19953 -0.310 -0.899 -1.513 0.18
H 2.22653 -2.98364 -2.11110 0.609 1.269 -0.081 0.26
H -0.57419 3.04958 0.75519 -1.638 -0.223 0.556 0.05
H 4.56210 3.30021 2.00933 0.003 -0.170 -1.200 0.38
H 3.11007 -2.18990 4.24226 -0.391 0.257 0.080 0.45
H 3.21127 0.62104 -2.81688 -1.794 -0.869 1.832 0.46
H 0.78620 1.37606 -1.43775 -0.218 0.327 -0.416 -1.18
H 4.06155 2.61911 -0.52172 0.947 0.328 -0.884 0.66
H -0.90454 -0.20379 -4.25574 -0.090 -0.886 -0.024 0.44
H -1.97886 -2.25865 3.70848 0.794 0.101 -0.745 -0.29
H 0.94893 1.28746 2.95375 -0.786 -0.420 0.733 0.64
H -1.39418 3.72192 2.23690 0.182 -0.287 -0.811 0.45
H -3.34064 2.00022 -2.58498 -0.254 -0.347 0.094 0.37
H -0.39463 -1.82349 -2.24499 0.201 -0.019 -0.238 -0.48
H -2.68708 -4.58146 -0.76234 -0.292 -0.928 -0.616 0.55
H 3.09442 2.50028 3.66091 -0.206 0.014 -0.264 0.47
H 1.09924 -3.59362 5.63867 -0.141 0.517 -0.299 0.43
H 1.42866 -0.63399 -5.23384 0.056 0.005 -0.169 0.74
H -2.39893 3.54310 0.83987 0.771 -0.289 -0.359 0.39
H -3.43310 -5.28380 2.13058 -0.290 -0.394 0.233 0.43
H 3.91115 -2.06926 1.46426 0.322 -0.195 -0.354 0.43
H 4.12385 -0.46811 2.14636 0.182 0.314 0.060 0.28
H 3.09924 -0.66982 0.65497 0.879 -0.265 0.467 0.00
H -3.23538 -0.92341 5.25461 -0.299 0.704 -0.969 0.24
H -1.24721 4.31960 -3.96620 -0.374 0.195 1.411 0.34
H -1.89601 -2.57232 -2.72775 0.049 -0.085 0.071 0.35
H -3.50471 2.44331 3.44463 -0.244 -0.009 0.195 0.54
H 0.50573 -2.00441 6.00460 -0.141 1.306 1.657 0.35
H -4.48897 0.28261 4.68078 0.461 -0.228 0.235 0.40
H -2.68851 0.45626 -3.22965 -0.130 -0.432 0.249 0.37
H -0.48383 -3.61381 -2.49684 -0.083 0.261 0.352 0.40
H -1.55157 4.43465 -5.58510 -0.034 0.136 -0.807 0.34
H 1.98248 3.55526 -5.57641 -0.380 0.332 -0.731 0.40
H -0.01698 5.04787 -4.91415 1.179 1.865 -0.378 0.46
H -4.25592 -1.17707 3.81046 0.041 -0.372 -0.108 0.25
H 2.12474 2.42694 -2.07538 -0.610 -0.718 0.873 0.95
```
Positions in Å, forces in eV/Å.

The following is a quantum chemistry calculation of a structure of composition C21H25N3O2V, from the Open Molecules 2025 dataset.

Values from the calculation:
gap between HOMO and LUMO (alpha / beta)	6.79 / 7.84	eV
multiplicity	4
M	402.4	g/mol
highest occupied orbital energy (alpha / beta)	-0.23151 / -0.27118	Ha
lowest unoccupied orbital energy (alpha / beta)	0.0180 / 0.0168	Eh
total energy	-56437.6898	eV

```
52
Properties=species:S:1:pos:R:3:forces:R:3:mulliken_charge:R:1
V 0.15937 -0.09016 -1.05268 -0.273 -0.216 -0.157 0.39
O 0.16440 -2.15162 -1.09224 0.080 0.314 0.020 -0.68
O -1.87390 -0.15821 -0.99594 0.310 0.004 0.033 -0.87
N 0.46280 -0.25819 0.99100 -0.060 -0.101 0.043 0.43
N 2.43857 0.03702 -1.24511 -0.121 0.043 0.058 0.80
N -0.05290 2.03880 -1.15276 -0.002 -0.035 0.024 0.25
C 2.78804 -1.00196 -2.23241 -0.043 -0.033 -0.028 -1.28
C -4.58980 1.01190 1.05130 0.004 -0.016 -0.011 -0.40
C 2.78061 0.45261 1.29056 -0.002 -0.017 0.006 -0.91
C -1.49838 -3.14157 2.01572 0.015 0.016 -0.021 -0.73
C -3.80225 0.19008 0.28909 0.015 -0.018 -0.007 -0.56
C -2.58277 0.64487 -0.28199 -0.043 0.083 0.020 0.63
C -0.73617 -2.36208 1.12591 -0.040 -0.087 -0.046 0.99
C -2.22669 2.00625 -0.03554 -0.064 -0.053 -0.019 0.51
C 3.01101 1.31837 -1.70354 0.044 0.021 0.005 -0.91
C -1.06529 2.62374 -0.61098 0.051 0.029 -0.067 -0.19
C -2.10869 -4.30542 1.62267 -0.016 -0.010 0.026 -0.80
C -0.07680 -1.20420 1.66978 0.059 0.047 0.034 -0.39
C -0.55206 -2.79207 -0.22630 -0.048 -0.081 0.108 0.66
C 3.01919 -0.40249 0.04503 0.049 0.000 0.010 -1.17
C 0.97586 2.89439 -1.72848 0.007 0.049 0.001 -1.10
C 1.30326 0.71859 1.64828 -0.006 -0.012 0.015 -0.97
C -3.08155 2.82984 0.72583 -0.001 -0.008 0.001 -0.60
C -4.23918 2.35319 1.28234 -0.002 0.019 0.004 -0.71
C -1.16861 -4.01785 -0.58687 0.017 0.038 -0.022 -0.75
C -1.92814 -4.73679 0.30065 0.010 -0.001 -0.022 -0.38
C 2.37006 2.60098 -1.18394 0.000 -0.003 -0.027 -0.34
H -2.70380 -4.88340 2.31603 0.001 0.005 0.003 0.41
H -1.60264 -2.79474 3.03880 -0.001 -0.002 0.003 0.34
H 3.24263 -0.11487 2.10270 -0.004 0.003 0.004 0.45
H -2.79790 3.86736 0.87196 -0.002 0.003 0.000 0.32
H -1.02962 -4.35554 -1.60591 -0.001 0.003 -0.003 0.40
H 3.33327 1.39211 1.23694 -0.007 0.005 -0.007 0.34
H -4.07213 -0.84219 0.10541 0.002 -0.002 0.001 0.49
H 4.08701 1.32618 -1.47604 -0.008 -0.009 0.000 0.28
H 2.61717 -1.39949 0.22629 -0.001 0.003 -0.003 0.47
H 4.10732 -0.50519 -0.08403 -0.008 -0.008 -0.007 0.51
H 3.87684 -1.08703 -2.34622 0.001 0.003 0.003 0.41
H -4.87641 2.99376 1.87605 0.007 0.009 -0.002 0.39
H 2.37036 -1.95418 -1.91260 0.012 0.001 0.000 0.37
H -5.50511 0.61988 1.47921 0.000 0.000 0.000 0.38
H 3.02418 3.41751 -1.50320 -0.004 0.002 -0.003 0.47
H 0.73438 3.94820 -1.54597 0.000 -0.008 -0.012 0.42
H 2.92617 1.33370 -2.79314 0.006 0.001 0.003 0.46
H 2.34969 2.63791 -0.09601 -0.006 -0.007 0.006 0.00
H 2.35517 -0.74723 -3.20023 0.009 0.009 0.002 0.35
H 0.98139 2.75137 -2.81479 0.001 0.005 0.004 0.31
H 0.99848 1.70841 1.30528 0.002 -0.004 0.005 0.24
H -0.01507 -1.15971 2.76291 0.014 0.010 -0.002 0.23
H -2.39317 -5.65892 -0.02831 -0.001 0.001 0.004 0.37
H -1.06472 3.71959 -0.57923 0.016 -0.003 0.021 0.15
H 1.16653 0.68852 2.73473 0.032 0.013 0.000 0.49
```
Positions in Å, forces in eV/Å.

The following is a quantum chemistry calculation of a cluster of 2 separate species, C3H8O2 in total at a distorted geometry, from the Open Molecules 2025 dataset.

Values from the calculation:
gap between HOMO and LUMO	9.62	eV
M	76.1	g/mol
energy relative to the best compared isomer or geometry (same formula, charge and spin)	42.16	kcal per mole
highest occupied orbital energy	-0.32316	Ha
SMILES	C/C=C/O.O
lowest unoccupied orbital energy	0.0303	Eh
total energy	-7334.2224	eV

```
13
Properties=species:S:1:pos:R:3:forces:R:3:mulliken_charge:R:1
O -0.80387 1.39030 -2.10323 -0.260 -0.488 1.223 -0.50
O 1.14847 -2.20470 -0.22698 0.269 -0.103 -0.049 -0.63
C -0.56034 0.80447 0.19253 -3.940 2.628 -0.642 -0.08
C -0.16118 0.69510 -1.05356 0.128 -0.307 -1.581 -0.04
C -0.06705 0.46548 1.52089 1.572 -1.912 0.746 -1.14
H 0.25102 -1.91180 -0.05094 -0.153 -0.107 0.067 0.30
H 1.20172 -3.13132 0.03600 -0.150 0.200 -0.023 0.30
H 1.02178 0.34914 1.59873 -0.052 0.256 -0.419 0.32
H -0.23997 1.51564 -2.87043 0.272 -0.353 0.230 0.33
H -0.32718 1.20570 2.24546 -0.382 0.498 0.376 0.35
H -0.38868 -0.51440 1.90575 -0.462 0.250 -0.070 0.28
H 0.51834 -0.06799 -1.39893 0.844 0.306 -0.016 0.35
H -1.59306 1.40437 0.20471 2.313 -0.867 0.157 0.16
```
Positions in Å, forces in eV/Å.

The following is a quantum chemistry calculation of a cluster of 2 separate species, C4H14NO2 in total at a distorted geometry, from the Open Molecules 2025 dataset.

Values from the calculation:
gap between HOMO and LUMO	11.56	eV
total charge	+1
M	108.2	g/mol
energy relative to the best compared isomer or geometry (same formula, charge and spin)	23.10	kcal per mole
highest occupied orbital energy	-0.54711	Ha
lowest unoccupied orbital energy	-0.1225	Eh
total energy	-9953.7592	eV

```
21
Properties=species:S:1:pos:R:3:forces:R:3:mulliken_charge:R:1
O 0.51151 -2.76481 -1.23142 -0.140 0.569 0.300 -0.54
O -2.66928 0.83243 1.71003 1.072 -0.602 -0.680 -0.62
N -0.89536 -0.59761 -0.25045 -0.552 -0.724 0.848 -0.16
C 0.73626 1.88572 0.60775 -0.019 0.759 0.497 -1.20
C 1.08898 0.91902 -0.50416 0.136 -0.423 0.401 -0.63
C 0.60815 -0.51160 -0.26094 0.324 0.482 -1.043 0.01
C 1.19563 -1.49879 -1.26427 -1.466 -0.754 0.240 -0.70
H 1.18029 2.86784 0.44111 -0.118 0.008 -0.416 0.36
H -2.99106 0.20431 2.36552 -0.476 0.621 0.043 0.30
H 2.17040 0.86304 -0.64140 -0.004 0.012 -0.011 0.39
H 1.10945 1.66192 1.61636 -0.172 -0.604 -0.313 0.33
H 2.23405 -1.62994 -1.00840 0.528 0.158 -0.367 0.39
H -1.35395 -1.00164 -1.07303 0.368 0.559 -0.378 0.37
H 0.89284 -0.82798 0.71105 0.296 -0.179 1.087 0.33
H -3.21429 1.61201 1.60796 -0.495 -0.087 0.475 0.32
H -0.34459 2.04978 0.66250 0.078 0.003 0.165 0.33
H 0.99415 -1.15257 -2.27468 0.564 0.167 -0.139 0.41
H 0.57817 -3.15916 -0.35273 0.276 -0.141 -0.123 0.32
H -1.35027 0.24917 0.11235 -0.137 0.219 -0.312 0.25
H 0.67167 1.27638 -1.43716 -0.063 0.088 -0.367 0.34
H -1.15272 -1.27752 0.46400 -0.002 -0.132 0.094 0.39
```
Positions in Å, forces in eV/Å.